(1)
Density functional theory data (ωB97M-V/def2-TZVPD) for 2 unconnected molecules or ions with the total composition C6H16 at a distorted geometry.

## Properties
calculated total energy: -6481.2085 eV
lowest unoccupied orbital energy: 1.14 eV
gap between HOMO and LUMO: 12.38 eV

```
! wB97M-V def2-TZVPD RIJCOSX def2/J DEFGRID3
* xyz 0 1
C -0.884 0.631 -1.782
C -2.269 0.163 -1.339
C -2.210 -1.267 -0.788
H -0.882 1.716 -1.914
H -0.600 0.228 -2.752
H -0.148 0.454 -1.000
H -2.610 0.763 -0.503
H -2.956 0.226 -2.179
H -1.759 -2.001 -1.461
H -1.550 -1.293 0.069
H -3.211 -1.613 -0.533
C 0.943 0.981 1.879
C 2.203 0.161 1.663
C 2.139 -0.644 0.340
H 0.945 1.396 2.896
H 0.956 1.898 1.287
H 0.052 0.361 1.847
H 3.153 0.694 1.718
H 2.281 -0.550 2.439
H 2.070 0.084 -0.472
H 3.101 -1.139 0.231
H 1.237 -1.247 0.355
*
```

(2)
Density functional theory data (ωB97M-V/def2-TZVPD) for 2 unconnected molecules or ions with the total composition C3F4NO4 at a distorted geometry.

## Properties
calculated total energy: -23658.8743 eV
lowest unoccupied orbital energy: 3.81 eV
gap between HOMO and LUMO: 7.75 eV

```
! wB97M-V def2-TZVPD RIJCOSX def2/J DEFGRID3
* xyz -1 1
C -1.639 0.317 2.904
C 0.955 -0.053 -0.414
C 0.817 -0.207 -2.250
N -0.043 -0.228 0.451
O -1.820 1.437 2.707
O -1.589 -0.823 3.180
O -1.068 -0.873 0.130
O 0.077 0.261 1.626
F 2.051 0.649 -0.072
F 0.234 -1.309 -2.665
F 0.067 0.850 -2.611
F 1.957 -0.021 -2.987
*
```

(3)
Density functional theory data (ωB97M-V/def2-TZVPD) for C2H6BCl2N in the gas phase at a distorted geometry.

## Properties
calculated total energy: -29385.0019 eV
lowest unoccupied orbital energy: 0.50 eV
gap between HOMO and LUMO: 9.58 eV

```
! wB97M-V def2-TZVPD RIJCOSX def2/J DEFGRID3
* xyz 0 1
C -0.434 -1.054 -0.729
N 0.100 0.101 -0.082
C 0.969 -0.120 1.033
B -0.628 1.336 -0.216
Cl -2.392 1.339 -0.258
Cl 0.228 2.804 -0.821
H 0.392 -1.578 -1.130
H -1.050 -1.674 -0.085
H -0.990 -0.686 -1.565
H 1.391 -1.092 0.945
H 1.854 0.577 0.881
H 0.561 0.046 2.027
*
```